Below is 2 unconnected molecules or ions with the total composition C2H10N2O at a distorted geometry, with properties calculated with ωB97M-V with the def2-TZVPD basis set.

```
! wB97M-V def2-TZVPD RIJCOSX def2/J DEFGRID3
* xyz 0 1
N -0.04207 0.77683 1.70390
C 0.73914 -0.14484 0.82089
C 0.96929 0.51885 -0.51813
N 0.59153 -0.48214 -1.47529
H 0.38007 1.65370 1.84453
H -0.68588 0.59897 2.43908
H 1.68528 -0.45230 1.26549
H -0.03481 -0.86914 0.53506
H 1.97411 1.01970 -0.80291
H 0.22633 1.27162 -0.56530
H 1.27043 -1.20495 -1.62700
H 0.52409 -0.01341 -2.40787
O -2.63790 -0.63003 -0.11504
H -1.78109 -0.73766 -0.59711
H -3.17852 -1.30520 -0.50030
*
```

- relative energy (zero: lowest compared OMol25 entry of this formula, charge and spin) (kcal per mole) = 26.1
- LUMO (eV) = 1.08
- Kohn-Sham gap (eV) = 9.65
- structure (SMILES) = NCCN.O
- HOMO energy (eV) = -8.6

=====

Below is 3 unconnected molecules or ions with the total composition C2H10N2O2 at a distorted geometry, with properties calculated with ωB97M-V with the def2-TZVPD basis set.

```
! wB97M-V def2-TZVPD RIJCOSX def2/J DEFGRID3
* xyz 0 1
N -0.85175 2.22267 0.24864
C -1.02977 0.82121 0.26957
C -1.25956 0.18494 1.43383
N -1.26636 -1.21654 1.68852
H -0.87171 2.64641 1.17124
H 0.07182 2.51259 -0.06123
H -1.03756 0.38609 -0.72118
H -1.38660 0.85082 2.27734
H -1.88463 -1.41035 2.46656
H -1.57208 -1.68468 0.83823
O 0.61860 -1.19039 -2.72511
H 0.79478 -1.08621 -3.66131
H 1.50418 -1.01526 -2.35900
O 2.86118 -0.46744 -0.54879
H 2.01393 -0.33852 -0.16405
H 3.29554 -1.21534 -0.15325
*
```

- relative energy (zero: lowest compared OMol25 entry of this formula, charge and spin) (kcal per mole) = 23.9
- LUMO (eV) = 0.81
- Kohn-Sham gap (eV) = 8.34
- structure (SMILES) = N/C=C/N.O.O
- HOMO energy (eV) = -7.5

=====

Below is 2 unconnected molecules or ions with the total composition C2H10N2O2, with properties calculated with ωB97M-V with the def2-TZVPD basis set.

```
! wB97M-V def2-TZVPD RIJCOSX def2/J DEFGRID3
* xyz 0 1
N -3.04725 -0.75300 -0.57345
C -2.16482 0.31928 -0.24536
O -1.35422 -0.07025 0.86120
O -0.45650 0.95319 1.21519
H -2.51456 -1.59745 -0.74740
H -3.66750 -0.94167 0.20698
H -1.52350 0.54497 -1.11186
H -2.74305 1.21495 0.01517
H 0.37006 0.73523 0.70811
C 2.82392 -0.19731 0.36418
N 1.66877 0.22474 -0.41911
H 3.68684 -0.49665 -0.24310
H 3.12229 0.62531 1.01241
H 2.52862 -1.03906 0.98916
H 1.35574 -0.53176 -1.01874
H 1.91516 1.00947 -1.01338
*
```

- relative energy (zero: lowest compared OMol25 entry of this formula, charge and spin) (kcal per mole) = 69.8
- LUMO (eV) = 0.81
- Kohn-Sham gap (eV) = 10.22
- structure (SMILES) = NCOO.CN
- HOMO energy (eV) = -9.4

=====

Below is 3 unconnected molecules or ions with the total composition C2H10N2O2 at a distorted geometry, with properties calculated with ωB97M-V with the def2-TZVPD basis set.

```
! wB97M-V def2-TZVPD RIJCOSX def2/J DEFGRID3
* xyz 0 1
H -0.89790 0.37103 -1.38506
N -0.92832 0.11367 -0.41497
C 0.12860 0.49895 0.17332
N 0.48755 0.09928 1.41239
C 1.75587 0.48432 2.00998
H 0.83605 1.21695 -0.25374
H -0.10203 -0.46056 1.99263
H 1.72713 1.45694 2.49925
H 2.13191 -0.30866 2.65819
H 2.51131 0.47595 1.22320
O -0.57505 -3.37917 -0.47576
H -1.28980 -2.73088 -0.45213
H 0.13643 -2.94127 -0.95276
O -1.69115 1.92117 -2.78753
H -2.26183 2.07370 -2.03056
H -1.96875 1.10857 -3.21643
*
```

- relative energy (zero: lowest compared OMol25 entry of this formula, charge and spin) (kcal per mole) = 14.3
- LUMO (eV) = 0.85
- Kohn-Sham gap (eV) = 9.83
- structure (SMILES) = [H]/N=C/NC.O.O
- HOMO energy (eV) = -9.0

=====

Below is 2 unconnected molecules or ions with the total composition C2H10N2O2 at a distorted geometry, with properties calculated with ωB97M-V with the def2-TZVPD basis set.

```
! wB97M-V def2-TZVPD RIJCOSX def2/J DEFGRID3
* xyz 0 1
N 0.86317 2.10227 -1.62684
C 1.49450 0.94018 -0.96034
O 0.68377 -0.30591 -1.08592
H 1.01486 2.39672 -2.58703
H -0.06479 2.29181 -1.28544
H 2.52630 0.75180 -1.25408
H 1.68869 1.23293 0.19375
H 1.22504 -1.08729 -1.26043
N -1.97995 -0.21480 0.96916
C -0.88496 -0.92897 1.65159
O -0.45447 -2.10556 0.81824
H -1.74057 0.53989 0.34908
H -2.34020 -0.93377 0.41480
H 0.00153 -0.37508 1.90000
H -1.33532 -1.24154 2.62034
H -0.69759 -3.06268 1.14313
*
```

- relative energy (zero: lowest compared OMol25 entry of this formula, charge and spin) (kcal per mole) = 46.2
- LUMO (eV) = 0.87
- Kohn-Sham gap (eV) = 10.11
- structure (SMILES) = NCO.NCO
- HOMO energy (eV) = -9.2

=====

Below is 2 unconnected molecules or ions with the total composition C2H10N2O2 at a distorted geometry, with properties calculated with ωB97M-V with the def2-TZVPD basis set.

```
! wB97M-V def2-TZVPD RIJCOSX def2/J DEFGRID3
* xyz 1 2
N -1.24793 0.32056 -2.51377
C -1.33654 0.21382 -1.07703
O -0.74316 1.31546 -0.37209
H -0.34374 0.69284 -2.78979
H -1.94818 0.99774 -2.80141
H -2.39258 -0.00998 -0.90392
H -0.72899 -0.64095 -0.78552
H -1.26424 2.10976 -0.55376
N 2.22593 -0.37375 1.45139
C 1.11233 -1.28407 1.62362
O 0.12228 -0.38786 1.54895
H 2.25928 -0.03480 0.48963
H 2.34402 0.37645 2.14474
H 1.02674 -1.92934 0.75371
H 1.17313 -1.82738 2.55831
H -0.25836 0.46150 1.22695
*
```

- relative energy (zero: lowest compared OMol25 entry of this formula, charge and spin) (kcal per mole) = 39.1
- LUMO (spin up / spin down) (eV) = -3.37 / -8.24
- Kohn-Sham gap (spin up / spin down) (eV) = 10.11 / 5.24
- HOMO energy (spin up / spin down) (eV) = -13.5 / -13.5

=====

Below is 2 unconnected molecules or ions with the total composition C2H10N2O2P at a distorted geometry, with properties calculated with ωB97M-V with the def2-TZVPD basis set.

```
! wB97M-V def2-TZVPD RIJCOSX def2/J DEFGRID3
* xyz 1 1
C -1.56461 -0.66935 -0.46931
C -0.36585 1.48451 -0.61660
N 0.76057 0.13110 2.41858
N -0.32840 0.07566 -0.76689
O 1.51528 -1.94238 -0.64470
O 2.26000 0.30430 -1.19397
P 1.18756 -0.45137 -0.28760
H -1.71627 -1.56497 -1.18109
H -1.41229 -1.07098 0.52537
H -2.36442 0.02361 -0.51031
H -0.97715 1.89450 -1.46044
H -0.95364 1.72014 0.26942
H 0.61620 1.77590 -0.53659
H 0.93570 1.14444 2.39093
H 1.48883 -0.26040 3.03242
H 1.37796 -2.38403 -1.49724
H 2.47771 1.28061 -1.09379
*
```

- relative energy (zero: lowest compared OMol25 entry of this formula, charge and spin) (kcal per mole) = 110.2
- LUMO (spin up / spin down) (eV) = -4.91 / -6.51
- Kohn-Sham gap (spin up / spin down) (eV) = 8.89 / 7.70
- HOMO energy (spin up / spin down) (eV) = -13.8 / -14.2

=====

Below is 3 unconnected molecules or ions with the total composition C2H10N2O3 at a distorted geometry, with properties calculated with ωB97M-V with the def2-TZVPD basis set.

```
! wB97M-V def2-TZVPD RIJCOSX def2/J DEFGRID3
* xyz 0 1
N -0.09389 0.21913 -1.81290
C 0.25804 -0.72027 -0.69362
N 0.70680 -0.02395 0.50935
C 2.02725 0.20645 0.60234
O 2.82890 -0.08685 -0.26956
H -0.25899 -0.36221 -2.64215
H 0.89038 0.59702 -1.95946
H 0.99484 -1.45256 -1.06072
H -0.65128 -1.29329 -0.54680
H 0.02443 0.14513 1.22142
H 2.22387 0.63844 1.59251
O -1.89777 -0.70823 1.92055
H -2.18382 -0.00438 1.31405
H -2.69280 -1.22664 2.08603
O -2.45048 1.03206 -0.32031
H -2.24722 1.94089 -0.06176
H -1.79415 0.92939 -1.04176
*
```

- relative energy (zero: lowest compared OMol25 entry of this formula, charge and spin) (kcal per mole) = 18.3
- LUMO (eV) = 0.71
- Kohn-Sham gap (eV) = 10.87
- structure (SMILES) = NCNC=O.O.O
- HOMO energy (eV) = -10.2